Here is a cluster of 5 separate species, C20H25F15O10 in total at a distorted geometry from the OMol25 dataset. Energies are from ωB97M-V with the def2-TZVPD basis set.

```
70
Properties=species:S:1:pos:R:3
C -2.753 2.026 -5.837
C -2.703 2.180 -4.344
O -3.230 1.018 -3.666
C -2.402 0.012 -3.469
O -1.256 -0.036 -3.781
C -3.037 -1.142 -2.671
F -2.113 -1.619 -1.819
F -4.119 -0.800 -1.997
F -3.331 -2.149 -3.517
H -2.481 2.934 -6.372
H -3.724 1.705 -6.218
H -2.059 1.241 -6.151
H -3.381 2.978 -4.041
H -1.734 2.442 -3.925
C 1.665 -0.488 -1.825
C 3.118 -0.552 -2.273
O 3.863 -0.858 -1.087
C 5.157 -0.671 -1.098
O 5.832 -0.242 -1.987
C 5.742 -0.986 0.306
F 6.919 -0.365 0.496
F 4.896 -0.540 1.245
F 5.953 -2.299 0.467
H 1.588 0.209 -0.982
H 1.298 -1.459 -1.499
H 0.951 -0.009 -2.495
H 3.421 0.420 -2.658
H 3.233 -1.289 -3.065
C -5.823 2.647 -1.609
C -5.125 3.359 -0.476
O -3.928 2.657 -0.084
C -2.859 2.904 -0.823
O -2.762 3.723 -1.686
C -1.651 2.067 -0.368
F -0.726 2.007 -1.305
F -1.118 2.652 0.705
F -2.000 0.828 -0.056
H -6.739 3.167 -1.891
H -6.178 1.691 -1.215
H -5.179 2.484 -2.469
H -5.762 3.319 0.406
H -4.884 4.405 -0.659
C -0.100 -3.600 1.511
C 0.625 -4.935 1.587
O 2.020 -4.753 1.849
C 2.670 -5.839 2.228
O 2.155 -6.879 2.490
C 4.173 -5.646 2.470
F 4.633 -4.481 2.016
F 4.395 -5.779 3.768
F 4.897 -6.589 1.851
H 0.302 -2.998 0.701
H -0.051 -3.068 2.462
H -1.168 -3.778 1.384
H 0.564 -5.426 0.613
H 0.183 -5.605 2.322
C -0.247 4.095 4.168
C 0.504 3.032 4.949
O 1.071 2.085 4.025
C 1.655 0.999 4.441
O 1.810 0.644 5.568
C 2.245 0.179 3.269
F 3.555 0.056 3.449
F 1.748 -1.059 3.260
F 1.999 0.745 2.097
H -0.811 4.705 4.880
H -0.995 3.568 3.579
H 0.412 4.820 3.698
H -0.193 2.560 5.641
H 1.368 3.380 5.517
```

Output
Net charge: 0
SMILES: CCOC(=O)C(F)(F)F.CCOC(=O)C(F)(F)F.CCOC(=O)C(F)(F)F.CCOC(=O)C(F)(F)F.CCOC(=O)C(F)(F)F
HOMO energy in eV: -11.0
Kohn-Sham gap in eV: 11.43
Energy above the lowest of the compared OMol25 structures with the same formula, charge and spin in kcal/mol: 13.4
DFT total energy in eV: -82384.2230

Here is a cluster of 5 separate species, C20H25F15O10 in total at a distorted geometry from the OMol25 dataset. Energies are from ωB97M-V with the def2-TZVPD basis set.

```
70
Properties=species:S:1:pos:R:3
C 2.551 1.559 -0.699
C 1.322 2.430 -0.602
O 0.325 1.912 -1.485
C -0.908 2.287 -1.252
O -1.275 3.047 -0.401
C -1.916 1.638 -2.223
F -2.593 2.547 -2.900
F -1.307 0.816 -3.101
F -2.751 0.889 -1.508
H 3.092 1.732 -1.637
H 2.273 0.504 -0.737
H 3.292 1.740 0.075
H 1.532 3.463 -0.885
H 0.973 2.439 0.431
C 4.835 -1.277 -1.137
C 5.986 -2.143 -1.551
O 7.121 -1.325 -1.870
C 8.215 -1.988 -2.221
O 8.287 -3.152 -2.473
C 9.435 -1.052 -2.342
F 9.203 0.180 -1.913
F 10.457 -1.562 -1.647
F 9.804 -0.992 -3.627
H 5.026 -0.762 -0.190
H 3.937 -1.877 -0.981
H 4.545 -0.476 -1.820
H 5.709 -2.769 -2.398
H 6.250 -2.796 -0.717
C -10.034 2.464 1.211
C -8.644 2.886 1.669
O -7.701 1.862 1.259
C -6.518 1.890 1.850
O -6.178 2.590 2.755
C -5.515 0.917 1.183
F -6.119 -0.061 0.494
F -4.750 1.605 0.328
F -4.746 0.361 2.113
H -9.950 1.951 0.250
H -10.614 3.356 0.978
H -10.517 1.804 1.924
H -8.603 3.000 2.748
H -8.346 3.801 1.159
C -1.906 -6.450 -4.598
C -2.731 -5.316 -5.175
O -2.499 -4.081 -4.466
C -3.153 -3.944 -3.327
O -3.922 -4.720 -2.845
C -2.788 -2.618 -2.612
F -3.844 -1.805 -2.596
F -2.467 -2.890 -1.339
F -1.769 -1.985 -3.177
H -2.066 -7.355 -5.184
H -2.167 -6.672 -3.565
H -0.847 -6.197 -4.651
H -3.789 -5.568 -5.209
H -2.383 -5.095 -6.182
C 3.676 3.384 7.358
C 2.822 2.321 6.708
O 2.963 2.398 5.290
C 2.314 1.491 4.581
O 1.457 0.756 4.972
C 2.798 1.524 3.121
F 2.561 2.738 2.598
F 4.107 1.264 3.040
F 2.149 0.626 2.389
H 3.348 4.375 7.044
H 4.736 3.183 7.240
H 3.410 3.400 8.420
H 1.774 2.486 6.981
H 3.035 1.314 7.073
```

Output
Net charge: 0
SMILES: CCOC(=O)C(F)(F)F.CCOC(=O)C(F)(F)F.CCOC(=O)C(F)(F)F.CCOC(=O)C(F)(F)F.CCOC(=O)C(F)(F)F
HOMO energy in eV: -11.1
Kohn-Sham gap in eV: 11.56
Energy above the lowest of the compared OMol25 structures with the same formula, charge and spin in kcal/mol: 13.6
DFT total energy in eV: -82384.2140

Here is a structure of composition C20H25F3N11O2SSn from the OMol25 dataset. Energies are from ωB97M-V with the def2-TZVPD basis set.

```
63
Properties=species:S:1:pos:R:3
Sn 1.739 -1.020 0.246
N 1.255 2.515 0.627
C 0.297 1.904 1.330
N -0.660 2.679 1.842
C -1.607 2.046 2.522
N -2.620 2.767 3.016
N -1.627 0.718 2.769
C -0.647 0.042 2.218
N 0.325 0.550 1.443
C -0.603 -1.415 2.524
C -1.660 -2.054 3.150
C -1.534 -3.406 3.427
C -0.367 -4.064 3.074
C 0.631 -3.344 2.438
N 0.514 -2.047 2.176
H 1.262 3.520 0.688
H 2.138 2.039 0.409
H -2.600 3.767 2.927
H -3.299 2.321 3.605
H -2.546 -1.494 3.407
H -2.339 -3.940 3.912
H -0.230 -5.116 3.276
H 1.552 -3.819 2.119
F 6.236 2.560 1.105
C 6.558 1.311 1.477
F 7.611 1.414 2.309
F 6.986 0.660 0.389
C 5.403 0.610 2.147
C 5.526 0.188 3.453
C 4.463 -0.455 4.083
C 3.314 -0.651 3.354
N 3.184 -0.241 2.088
C 4.192 0.390 1.458
S 3.876 0.855 -0.182
H 6.451 0.361 3.983
H 4.534 -0.789 5.107
H 2.449 -1.146 3.779
N 0.869 0.432 -1.685
C -0.595 0.493 -1.768
C -1.106 1.037 -3.105
C -2.468 1.741 -3.064
C -3.701 0.877 -3.304
N -3.735 0.356 -4.677
C -3.768 -0.927 -5.037
N -3.450 -1.888 -4.193
N -4.128 -1.227 -6.297
C -1.150 -0.891 -1.359
O -2.146 -1.332 -1.963
O -0.558 -1.464 -0.415
H 1.281 1.359 -1.688
H 1.257 -0.076 -2.476
H -0.910 1.183 -0.978
H -1.099 0.243 -3.858
H -0.374 1.776 -3.438
H -2.469 2.542 -3.809
H -2.595 2.244 -2.101
H -4.603 1.473 -3.156
H -3.732 0.040 -2.615
H -3.816 1.034 -5.418
H -2.943 -1.688 -3.305
H -3.631 -2.844 -4.444
H -4.606 -0.559 -6.875
H -3.980 -2.149 -6.667
```

Output
Net charge: +1
HOMO energy in eV: -9.7
Kohn-Sham gap in eV: 7.26
Energy above the lowest of the compared OMol25 structures with the same formula, charge and spin in kcal/mol: 0.0
DFT total energy in eV: -66451.9041

Here is a structure of composition C20H25FN2O3 at a distorted geometry from the OMol25 dataset. Energies are from ωB97M-V with the def2-TZVPD basis set.

```
51
Properties=species:S:1:pos:R:3
O -1.325 -1.964 -1.849
C -1.016 -1.808 -0.750
N -0.119 -2.476 -0.096
C 0.234 -2.369 1.255
H 0.502 -3.487 1.531
C 1.328 -1.466 1.323
H 0.972 -0.480 1.619
H 2.071 -1.633 1.932
C 2.041 -1.453 -0.185
C 2.139 -2.986 -0.549
C 0.597 -3.178 -0.814
H 0.410 -4.336 -0.682
H 0.429 -3.417 -1.999
H 2.738 -2.958 -1.395
H 2.537 -3.562 0.121
H 1.489 -0.924 -0.721
O 3.480 -1.215 0.052
C 3.739 0.208 0.120
C 3.051 1.486 -0.124
C 3.418 2.715 0.102
C 4.757 2.878 0.036
C 5.534 1.887 0.383
C 5.140 0.626 0.240
H 5.730 -0.297 0.433
H 6.713 2.110 0.098
H 5.274 3.911 0.150
H 2.762 3.303 -0.100
F 1.631 1.427 -0.230
H -0.707 -1.994 2.018
C -1.902 -0.792 0.130
C -2.468 0.416 -0.964
N -3.356 1.210 -0.336
C -4.315 0.789 0.556
O -5.122 1.320 1.165
C -4.474 -0.829 0.483
C -3.056 -1.198 0.880
H -2.909 -1.273 1.744
H -3.145 -2.452 0.899
H -4.752 -1.017 -0.513
H -5.333 -0.960 1.267
C -2.995 2.566 -0.054
C -1.828 3.285 0.040
C -2.651 3.315 -1.392
H -3.013 4.187 -1.625
H -2.404 2.840 -2.368
H -0.689 2.478 -0.259
H -1.428 3.975 0.454
H -3.702 2.990 0.421
H -1.617 0.927 -1.473
H -3.160 -0.131 -1.668
H -1.230 -0.195 0.696
```

Output
Net charge: 0
HOMO energy in eV: -8.3
Kohn-Sham gap in eV: 8.87
Energy above the lowest of the compared OMol25 structures with the same formula, charge and spin in kcal/mol: 443.0
DFT total energy in eV: -32968.2842

Here is a structure of composition C20H25GdNO2 at a distorted geometry from the OMol25 dataset. Energies are from ωB97M-V with the def2-TZVPD basis set.

```
49
Properties=species:S:1:pos:R:3
Gd 0.346 -0.162 0.227
C 1.041 -1.815 1.853
C -0.366 -1.817 1.875
C -0.824 -2.266 0.626
H -0.982 -1.477 2.687
C 0.298 -2.550 -0.174
C 1.452 -2.276 0.584
H 2.468 -2.398 0.252
H 1.682 -1.500 2.658
H -1.851 -2.297 0.308
H 0.278 -2.865 -1.202
C 1.844 1.596 0.969
C 2.645 0.502 0.631
C 2.481 0.252 -0.753
H 3.248 -0.076 1.310
C 1.625 1.243 -1.271
C 1.211 2.057 -0.211
H 0.496 2.858 -0.260
H 1.691 1.992 1.957
H 2.947 -0.535 -1.321
H 1.280 1.295 -2.289
O -0.788 -0.186 -1.219
C -0.410 0.129 -4.182
C -1.667 0.329 -3.412
C 0.060 -1.248 -4.461
C 0.212 1.283 -4.873
C -1.442 0.796 -1.970
H -2.251 -0.595 -3.370
H -2.297 1.081 -3.896
H -0.896 1.744 -1.972
H -2.406 0.992 -1.488
H -0.439 -1.687 -5.338
H -0.149 -1.912 -3.622
H 1.131 -1.283 -4.668
H -0.231 1.460 -5.865
H 1.281 1.137 -5.039
H 0.083 2.212 -4.315
O -0.780 1.329 1.631
N -0.929 0.895 2.905
C -2.286 0.855 3.439
C -2.360 0.499 4.907
C -1.270 0.239 5.638
C 0.061 0.294 5.031
C 0.204 0.613 3.742
H -2.887 0.126 2.860
H -3.333 0.457 5.387
H -1.364 -0.013 6.690
H 0.935 0.075 5.637
H 1.208 0.622 3.369
```

Output
Net charge: -2
HOMO energy (alpha / beta) in eV: 3.0 / -2.2
Kohn-Sham gap (alpha / beta) in eV: 0.82 / 7.26
DFT total energy in eV: -47554.2818
Spin multiplicity: 9

Here is a structure of composition C20H25I2N5NiO9P2 from the OMol25 dataset. Energies are from ωB97M-V with the def2-TZVPD basis set.

```
64
Properties=species:S:1:pos:R:3
Ni 0.733 -0.344 0.314
I 7.788 0.223 -2.783
C 5.919 0.445 -1.878
C 5.435 1.708 -1.579
C 4.190 1.834 -0.996
I 3.498 3.764 -0.611
C 3.356 0.736 -0.665
O 2.198 0.927 -0.137
C 3.900 -0.539 -0.986
C 3.180 -1.814 -0.639
N 1.737 -1.771 -0.913
C 1.417 -1.570 -2.332
C 0.506 -0.395 -2.574
C 0.362 0.154 -3.838
C -0.580 1.148 -4.033
C -1.359 1.556 -2.963
C -1.128 0.982 -1.729
N -0.210 0.036 -1.533
C 5.146 -0.664 -1.587
H 6.016 2.591 -1.806
H 3.292 -2.033 0.424
H 3.643 -2.637 -1.197
H 1.317 -2.661 -0.639
H 0.901 -2.461 -2.704
H 2.330 -1.449 -2.919
H 0.983 -0.199 -4.650
H -0.706 1.597 -5.010
H -2.109 2.325 -3.070
H -1.686 1.288 -0.856
H 5.514 -1.655 -1.824
C 2.260 -4.324 1.526
C 1.046 -3.682 2.215
O 0.656 -4.566 3.262
P 1.511 -2.085 2.976
O 2.734 -2.478 3.910
O 0.362 -1.751 4.014
O 1.849 -0.977 2.044
P -0.356 -3.353 1.000
O -1.629 -3.998 1.750
O -0.076 -4.000 -0.303
O -0.588 -1.855 1.046
H 3.199 -3.844 1.797
H 2.150 -4.324 0.444
H 2.306 -5.358 1.864
H -0.199 -4.282 3.606
H 3.276 -1.715 4.135
H -0.343 -1.182 3.629
H -1.811 -4.876 1.404
C 0.346 4.825 1.817
N -0.182 3.507 2.142
C -0.827 3.262 3.292
C -1.402 2.062 3.528
C -1.189 1.046 2.553
N -0.489 1.234 1.449
C -0.156 2.541 1.107
O 0.087 2.901 -0.016
N -1.698 -0.191 2.792
H 0.311 5.439 2.714
H -0.243 5.283 1.024
H 1.371 4.724 1.471
H -0.875 4.078 4.001
H -1.936 1.862 4.442
H -2.453 -0.258 3.454
H -1.639 -0.882 2.039
```

Output
Net charge: 0
HOMO energy (alpha / beta) in eV: -7.0 / -6.9
Kohn-Sham gap (alpha / beta) in eV: 7.19 / 7.13
Energy above the lowest of the compared OMol25 structures with the same formula, charge and spin in kcal/mol: 15.4
DFT total energy in eV: -122855.2176
Spin multiplicity: 3

Here is the molecule C20H25N3O from the OMol25 dataset. Energies are from ωB97M-V with the def2-TZVPD basis set.

```
49
Properties=species:S:1:pos:R:3
C -3.988 3.701 1.729
C -2.781 3.340 0.917
C -1.673 2.755 1.506
C -0.553 2.428 0.744
C -0.548 2.686 -0.619
C -1.654 3.272 -1.222
C -2.759 3.594 -0.450
H -3.621 4.051 -0.914
C -1.644 3.528 -2.698
H -0.665 3.874 -3.021
H -1.866 2.606 -3.236
H -2.392 4.269 -2.971
H 0.318 2.435 -1.208
N 0.528 1.834 1.411
C 1.731 1.430 0.917
O 2.085 1.565 -0.235
C 2.617 0.753 1.973
N 2.594 -0.695 2.004
C 1.315 -1.327 2.251
C 0.485 -1.554 0.980
N 1.263 -2.326 0.033
C 0.604 -3.106 -0.909
C 0.945 -3.099 -2.264
C 0.315 -3.944 -3.158
C -0.675 -4.812 -2.735
C -1.026 -4.828 -1.394
C -0.396 -3.994 -0.494
H -0.667 -4.046 0.550
H -1.792 -5.505 -1.044
H -1.168 -5.467 -3.437
H 0.596 -3.913 -4.201
H 1.695 -2.417 -2.633
C 2.484 -1.633 -0.324
C 3.304 -1.393 0.953
H 4.210 -0.839 0.706
H 3.590 -2.368 1.364
H 3.073 -2.266 -0.989
H 2.283 -0.675 -0.825
H -0.433 -2.083 1.234
H 0.203 -0.586 0.534
H 0.749 -0.735 2.974
H 1.527 -2.304 2.698
H 2.342 1.107 2.974
H 3.648 1.056 1.773
H 0.367 1.685 2.398
H -1.674 2.552 2.569
H -4.164 4.776 1.684
H -4.872 3.203 1.334
H -3.862 3.414 2.770
```

Output
Net charge: 0
SMILES: Cc1cc(C)cc(NC(=O)CN2CCN(c3ccccc3)CC2)c1
HOMO energy in eV: -7.6
Kohn-Sham gap in eV: 8.20
Energy above the lowest of the compared OMol25 structures with the same formula, charge and spin in kcal/mol: 15.8
DFT total energy in eV: -27664.0703

Here is the molecule C20H25N3O2 from the OMol25 dataset. Energies are from ωB97M-V with the def2-TZVPD basis set.

```
50
Properties=species:S:1:pos:R:3
C 3.779 2.947 -1.011
H 3.805 3.757 -1.736
H 3.897 3.374 -0.017
C 2.448 2.192 -1.127
N 2.273 1.055 -0.253
C 2.318 1.325 1.179
C 3.611 0.686 1.689
H 4.459 1.351 1.511
H 3.572 0.448 2.750
C 3.716 -0.554 0.806
H 3.118 -1.363 1.227
H 4.739 -0.908 0.691
C 3.113 -0.107 -0.536
C 2.255 -1.207 -1.185
N 1.118 -1.519 -0.356
C 0.912 -2.723 0.185
O 1.582 -3.714 -0.024
C -0.341 -2.767 1.090
N -1.533 -2.715 0.287
C -2.071 -3.789 -0.316
C -3.189 -3.403 -1.027
C -3.337 -2.034 -0.835
C -2.297 -1.608 -0.009
C -1.994 -0.265 0.425
O -0.899 0.075 0.871
C -3.081 0.736 0.271
C -4.400 0.456 0.615
C -5.371 1.432 0.481
C -5.036 2.688 0.000
C -3.721 2.977 -0.327
C -2.745 2.010 -0.180
H -1.713 2.220 -0.421
H -3.458 3.958 -0.692
H -5.800 3.444 -0.111
H -6.393 1.213 0.753
H -4.658 -0.516 1.008
H -4.090 -1.405 -1.268
H -3.817 -4.043 -1.614
H -1.630 -4.761 -0.207
H -0.322 -3.710 1.643
H -0.326 -1.925 1.783
H 0.573 -0.723 -0.033
H 2.837 -2.121 -1.319
H 1.900 -0.858 -2.161
H 3.910 0.149 -1.246
H 1.451 0.846 1.648
H 2.262 2.394 1.381
H 1.627 2.885 -0.922
H 2.328 1.832 -2.154
H 4.621 2.286 -1.205
```

Output
Net charge: 0
SMILES: CCN1CCC[C@H]1CNC(=O)Cn1cccc1C(=O)c1ccccc1
HOMO energy in eV: -8.2
Kohn-Sham gap in eV: 8.25
Energy above the lowest of the compared OMol25 structures with the same formula, charge and spin in kcal/mol: 27.4
DFT total energy in eV: -29711.6891